A 5-piece molecular cluster, C28H20F9O8P overall in a non-equilibrium geometry, computed with ωB97M-V with the def2-TZVPD basis set.

```
! RIJCOSX wB97M-V def2-TZVPD def2/J DEFGRID3
* xyz 0 1
F -1.258 3.150 3.769
C -2.268 2.234 3.554
F -3.500 2.850 3.855
F -2.299 1.962 2.178
C -2.164 0.864 4.361
F -2.364 -0.170 3.404
F -3.276 0.786 5.212
C -0.773 0.543 5.052
F -0.701 -0.875 5.140
F 0.351 0.884 4.238
C -0.519 1.202 6.477
F -0.619 2.613 6.499
F 0.847 0.906 6.800
P -1.566 0.533 7.942
H -0.593 1.131 8.838
H -1.366 -0.837 7.586
H -2.692 1.353 7.616
H -2.287 0.081 9.114
C -0.398 -0.521 0.660
C -0.686 0.597 -0.006
C -0.449 0.704 -1.462
O -0.710 1.728 -2.070
C 0.117 -0.475 -2.150
C 0.404 -1.594 -1.483
C 0.168 -1.702 -0.027
O 0.428 -2.722 0.582
H -0.565 -0.618 1.726
H -1.100 1.468 0.481
H 0.282 -0.377 -3.217
H 0.819 -2.467 -1.971
C -4.864 -0.603 -6.163
C -4.747 -1.069 -4.920
C -3.722 -0.538 -3.996
O -3.612 -0.964 -2.861
C -2.834 0.530 -4.503
C -2.952 0.996 -5.747
C -3.976 0.465 -6.671
O -4.085 0.890 -7.805
H -5.608 -0.981 -6.854
H -5.389 -1.850 -4.532
H -2.090 0.907 -3.812
H -2.309 1.777 -6.134
C 3.350 -0.561 3.483
C 2.862 -0.634 4.722
C 3.336 -1.660 5.675
O 2.890 -1.729 6.804
C 4.374 -2.602 5.201
C 4.862 -2.529 3.963
C 4.387 -1.502 3.010
O 4.834 -1.434 1.881
H 3.013 0.183 2.773
H 2.105 0.046 5.083
H 4.711 -3.346 5.912
H 5.622 -3.210 3.600
C 2.183 0.274 -8.139
C 1.234 -0.138 -7.298
C 1.358 0.073 -5.840
O 0.492 -0.305 -5.071
C 2.572 0.760 -5.350
C 3.521 1.172 -6.191
C 3.398 0.961 -7.649
O 4.262 1.338 -8.416
H 2.110 0.128 -9.209
H 0.338 -0.641 -7.639
H 2.645 0.906 -4.280
H 4.417 1.675 -5.849
*
```

E_HOMO in eV: -9.82
SMILES string: FC(F)(F)C(F)(F)C(F)(F)C(F)(F)[PH4].O=C1C=CC(=O)C=C1.O=C1C=CC(=O)C=C1.O=C1C=CC(=O)C=C1.O=C1C=CC(=O)C=C1
Lowest unoccupied orbital energy in eV: -1.9
Energy in eV: -79478.109
Orbital gap in eV: 7.949

Mulliken population analysis, charges in e, atoms 1 to 2: atom 1 (F): -0.21, atom 2 (C): 0.65

***

C28H20FeN3O2PSe2 as an isolated structure, computed with ωB97M-V with the def2-TZVPD basis set.

```
! RIJCOSX wB97M-V def2-TZVPD def2/J DEFGRID3
* xyz 1 6
Fe -1.158 0.202 0.360
O -2.122 0.828 7.174
C -1.990 -0.270 6.614
O -1.961 -1.440 7.022
C -1.807 -0.154 5.081
C -1.814 1.092 4.457
C -1.638 1.160 3.095
N -1.455 0.049 2.367
C -1.478 -1.161 2.943
C -1.649 -1.296 4.300
C -1.347 -2.278 1.968
C -1.270 -3.603 2.351
C -1.178 -4.577 1.368
C -1.160 -4.200 0.036
C -1.229 -2.855 -0.273
N -1.322 -1.911 0.672
C -1.674 2.400 2.274
C -1.771 3.663 2.826
C -1.831 4.758 1.978
C -1.792 4.561 0.608
C -1.681 3.270 0.128
N -1.622 2.210 0.942
H -1.971 1.953 5.095
H -1.681 -2.246 4.818
H -1.285 -3.866 3.398
H -1.121 -5.621 1.646
H -1.095 -4.928 -0.759
H -1.210 -2.505 -1.296
H -1.800 3.784 3.899
H -1.910 5.756 2.389
H -1.843 5.388 -0.084
H -1.635 3.060 -0.932
Se -1.271 0.325 -2.045
P 0.920 0.191 -1.799
Se 1.333 0.389 0.340
C 1.482 -1.388 -2.432
C 1.408 -1.593 -3.812
C 1.817 -2.800 -4.346
C 2.304 -3.800 -3.509
C 2.380 -3.595 -2.140
C 1.966 -2.387 -1.594
C 1.731 1.478 -2.743
C 3.127 1.490 -2.715
C 3.817 2.455 -3.425
C 3.119 3.404 -4.165
C 1.733 3.387 -4.197
C 1.031 2.425 -3.483
H 1.039 -0.811 -4.466
H 1.765 -2.963 -5.413
H 2.629 -4.741 -3.931
H 2.767 -4.371 -1.495
H 2.025 -2.224 -0.525
H 3.675 0.748 -2.144
H 4.898 2.468 -3.406
H 3.662 4.155 -4.722
H 1.196 4.121 -4.782
H -0.050 2.408 -3.515
*
```

E_HOMO (spin up / spin down) in eV: -10.17 / -10.17
Lowest unoccupied orbital energy (spin up / spin down) in eV: -3.9 / -5.6
Energy in eV: -212291.091
Energy above the lowest of the compared OMol25 structures with the same formula, charge and spin in kcal per mole: 0.0
<S²>: 8.77
Orbital gap (spin up / spin down) in eV: 6.276 / 4.576

Mulliken population analysis, charges in e, atoms 1 to 2: atom 1 (Fe): -0.50, atom 2 (O): -0.70

***

C28H21BF2N6O5PbSe as an isolated structure, computed with ωB97M-V with the def2-TZVPD basis set.

```
! RIJCOSX wB97M-V def2-TZVPD def2/J DEFGRID3
* xyz -2 1
Pb -1.111 -0.580 0.066
O -0.530 -4.195 3.781
C 0.734 -4.049 4.218
C 1.159 -4.880 5.258
C 2.425 -4.728 5.786
C 3.291 -3.755 5.293
C 2.885 -2.965 4.234
C 1.616 -3.106 3.671
C 1.167 -2.259 2.533
O -0.040 -2.179 2.298
N 2.081 -0.221 1.445
N 0.803 0.296 1.422
C 0.700 1.480 1.908
C -0.465 2.364 1.928
C -0.205 3.710 2.199
C -1.207 4.659 2.280
C -2.524 4.245 2.092
C -2.813 2.921 1.840
C -1.803 1.940 1.758
O -2.137 0.694 1.545
H -0.679 -3.462 3.137
H 0.464 -5.616 5.639
H 2.741 -5.372 6.599
H 4.279 -3.631 5.716
H 3.549 -2.233 3.801
H 1.615 1.897 2.337
H 0.829 4.004 2.343
H -0.970 5.697 2.478
H -3.333 4.967 2.133
H -3.829 2.585 1.680
C -1.653 3.121 -2.372
C -0.975 1.751 -2.375
O -1.254 1.172 -1.192
C 0.544 1.846 -2.526
C 1.196 3.004 -2.931
C 2.580 3.070 -3.031
C 3.339 1.954 -2.717
C 2.708 0.786 -2.318
C 1.323 0.720 -2.231
O 0.772 -0.450 -1.821
H -2.711 2.964 -2.166
H -1.561 3.692 -3.294
H -1.212 3.687 -1.552
H 0.610 3.884 -3.163
H 3.056 3.991 -3.346
H 4.420 1.987 -2.783
H 3.266 -0.107 -2.072
F 0.448 -2.678 -2.169
B 0.224 -1.430 -2.740
F 0.752 -1.321 -4.012
Se -2.349 1.822 -5.039
N -3.611 0.493 -5.130
C -3.233 -0.478 -4.318
C -3.931 -1.668 -4.085
C -3.346 -2.664 -3.297
C -2.109 -2.510 -2.755
N -1.408 -1.320 -2.913
C -1.987 -0.309 -3.550
N -1.480 0.955 -3.598
H -4.908 -1.799 -4.532
H -3.870 -3.596 -3.117
H -1.604 -3.269 -2.188
N 3.243 -2.270 1.431
C 2.203 -1.528 1.698
H 3.825 -1.728 0.788
*
```

E_HOMO in eV: -0.77
Lowest unoccupied orbital energy in eV: 4.4
Energy in eV: -125265.976
Energy above the lowest of the compared OMol25 structures with the same formula, charge and spin in kcal per mole: 0.0
Orbital gap in eV: 5.153

Mulliken population analysis, charges in e, atoms 1 to 2: atom 1 (Pb): 1.37, atom 2 (O): -0.70

***

C28H21Br4IN6NaO4P as an isolated structure in a non-equilibrium geometry, computed with ωB97M-V with the def2-TZVPD basis set.

```
! RIJCOSX wB97M-V def2-TZVPD def2/J DEFGRID3
* xyz -2 1
Na 0.123 0.788 -1.229
Br -5.823 4.059 -0.140
C -4.490 2.915 -0.870
C -4.847 1.868 -1.685
Br -6.665 1.526 -2.116
C -3.832 1.023 -2.188
Br -4.250 -0.409 -3.380
C -2.474 1.167 -1.893
O -1.577 0.376 -2.386
C -2.083 2.292 -0.983
O -0.864 2.478 -0.662
C -3.133 3.121 -0.547
Br -2.594 4.594 0.526
N 4.252 -1.044 -0.821
C 3.122 -1.169 -0.289
H 4.292 -1.456 -1.758
I -1.510 -5.138 -6.349
C -0.578 -3.917 -4.934
C 0.315 -4.487 -4.038
C 0.962 -3.664 -3.126
C 0.730 -2.295 -3.129
C -0.189 -1.744 -4.014
C -0.856 -2.559 -4.919
C 1.521 -1.371 -2.228
O 2.120 -1.995 -1.265
O 1.569 -0.170 -2.474
H 0.503 -5.552 -4.051
H 1.653 -4.078 -2.404
H -0.415 -0.687 -3.951
H -1.587 -2.134 -5.594
C 1.696 -1.256 2.345
P 1.621 0.208 1.222
C 0.548 1.275 2.383
C -0.647 0.721 2.853
C -1.558 1.463 3.590
C -1.304 2.798 3.872
C -0.136 3.373 3.395
C 0.769 2.623 2.655
C 3.165 1.141 1.582
C 3.896 0.979 2.755
C 5.037 1.731 2.998
C 5.462 2.671 2.068
C 4.737 2.847 0.898
C 3.601 2.085 0.659
H 1.144 -2.067 1.868
H 1.258 -1.043 3.319
H 2.729 -1.579 2.459
H -0.884 -0.312 2.623
H -2.477 1.000 3.933
H -2.021 3.390 4.429
H 0.067 4.422 3.580
H 1.658 3.113 2.277
H 3.567 0.260 3.496
H 5.592 1.586 3.918
H 6.352 3.261 2.254
H 5.056 3.577 0.163
H 3.048 2.219 -0.264
N -3.857 -3.359 1.809
N -2.944 -2.774 0.922
N -3.198 -2.654 -0.355
C -2.069 -2.081 -0.775
N -1.195 -1.891 0.225
N -1.784 -2.348 1.314
H -4.767 -3.031 1.502
H -3.640 -2.953 2.714
H -1.915 -1.733 -1.785
*
```

E_HOMO in eV: -1.14
Lowest unoccupied orbital energy in eV: 3.3
Energy in eV: -348483.274
Energy above the lowest of the compared OMol25 structures with the same formula, charge and spin in kcal per mole: 58.7
Orbital gap in eV: 4.417

Mulliken population analysis, charges in e, atoms 1 to 2: atom 1 (Na): 1.07, atom 2 (Br): -0.25

***

C28H21BrN3O6S3Zr as an isolated structure in a non-equilibrium geometry, computed with ωB97M-V with the def2-TZVPD basis set.

```
! RIJCOSX wB97M-V def2-TZVPD def2/J DEFGRID3
* xyz -1 1
Zr 0.241 -0.203 0.015
Br 0.670 2.717 0.449
C -1.126 3.146 -0.095
C -1.565 4.404 0.193
C -2.828 4.812 -0.273
C -3.578 3.959 -1.029
C -3.123 2.653 -1.325
C -3.891 1.786 -2.131
C -3.430 0.536 -2.425
C -2.216 0.075 -1.882
C -1.417 0.854 -1.064
C -1.871 2.187 -0.822
H -0.937 5.082 0.754
H -3.175 5.811 -0.043
H -4.532 4.283 -1.427
H -4.838 2.139 -2.523
H -4.011 -0.122 -3.061
H -1.914 -0.938 -2.130
S 0.355 -2.476 -1.125
C 0.784 -2.093 -2.778
C 0.591 -3.079 -3.745
C 0.889 -2.857 -5.082
C 0.668 -3.889 -6.043
N 0.487 -4.728 -6.808
C 1.409 -1.611 -5.473
C 1.623 -0.634 -4.512
C 1.315 -0.846 -3.168
S 1.618 0.457 -2.047
C 1.687 -1.318 -6.843
N 1.892 -1.052 -7.942
H 0.194 -4.038 -3.441
H 2.029 0.325 -4.804
C -1.270 -2.852 2.446
C -1.889 -1.518 2.042
C -3.356 -1.408 2.413
O -1.726 -1.315 0.613
C -1.075 -0.388 2.709
O -1.275 -0.093 3.860
O -0.163 0.140 1.931
H -1.808 -3.679 1.976
H -1.319 -2.974 3.527
H -0.222 -2.902 2.139
H -3.922 -2.247 2.006
H -3.767 -0.479 2.017
H -3.444 -1.399 3.498
H -1.951 -2.130 0.148
N 2.356 0.106 0.899
C 2.706 -1.249 1.281
C 3.340 -2.082 0.368
C 3.705 -3.362 0.756
C 3.430 -3.800 2.042
C 2.780 -2.973 2.945
C 2.420 -1.688 2.571
S 4.101 -5.354 2.682
O 4.440 -6.137 1.507
O 5.245 -4.851 3.432
O 3.035 -5.902 3.504
H 2.324 0.693 1.724
H 3.031 0.475 0.243
H 3.542 -1.725 -0.636
H 4.198 -4.045 0.077
H 2.583 -3.355 3.938
H 1.929 -1.021 3.271
*
```

E_HOMO in eV: -5.83
Lowest unoccupied orbital energy in eV: 1.3
Energy in eV: -149967.527
Energy above the lowest of the compared OMol25 structures with the same formula, charge and spin in kcal per mole: 0.0
Orbital gap in eV: 7.179

Mulliken population analysis, charges in e, atoms 1 to 2: atom 1 (Zr): -0.42, atom 2 (Br): -0.02

***

C28H21BrN4O8SSr as an isolated structure, computed with ωB97M-V with the def2-TZVPD basis set.

```
! RIJCOSX wB97M-V def2-TZVPD def2/J DEFGRID3
* xyz -2 1
Sr 1.279 2.099 -1.255
O -0.463 3.809 -1.279
C -1.302 4.487 -0.606
C -2.082 5.515 -1.218
C -2.999 6.263 -0.516
C -3.212 6.043 0.850
C -2.474 5.052 1.470
C -1.530 4.274 0.793
C -0.845 3.250 1.562
N 0.077 2.448 1.174
N 0.466 1.583 2.199
C 1.231 0.608 1.776
O 1.628 0.364 0.599
C 1.677 -0.357 2.847
C 2.431 -1.462 2.465
C 2.824 -2.410 3.400
C 2.467 -2.261 4.734
C 1.722 -1.153 5.124
C 1.332 -0.206 4.188
H -1.915 5.683 -2.276
H -3.565 7.034 -1.029
H -3.935 6.631 1.403
H -2.624 4.855 2.529
H -1.175 3.150 2.602
H 2.690 -1.552 1.418
H 3.402 -3.271 3.087
H 2.768 -3.002 5.467
H 1.446 -1.027 6.165
H 0.743 0.657 4.469
O 4.090 2.628 -4.403
S 3.552 1.939 -3.232
O 4.328 0.763 -2.841
O 3.450 2.891 -2.062
O 2.120 1.512 -3.509
C -0.526 1.965 -4.516
O -0.614 1.213 -3.309
C -0.632 -0.121 -3.402
C -0.634 -0.853 -4.570
C -0.672 -2.246 -4.484
Br -0.709 -3.259 -6.098
C -0.682 -2.906 -3.285
C -0.654 -2.166 -2.089
C -0.631 -0.774 -2.148
O -0.592 0.036 -1.089
C -0.634 -2.825 -0.788
N -0.606 -2.200 0.363
C -0.590 -3.182 1.335
C -0.554 -3.069 2.721
C -0.535 -4.239 3.459
C -0.552 -5.497 2.842
C -0.587 -5.625 1.463
C -0.606 -4.447 0.728
N -0.636 -4.189 -0.627
H 0.446 1.796 -4.979
H -0.598 3.002 -4.196
H -1.370 1.712 -5.166
H -0.580 -0.361 -5.528
H -0.702 -3.987 -3.275
H -0.414 -0.481 -0.267
H -0.515 -2.096 3.192
H -0.488 -4.181 4.539
H -0.529 -6.389 3.456
H -0.592 -6.598 0.986
H -0.613 -4.867 -1.365
*
```

E_HOMO in eV: -2.02
Lowest unoccupied orbital energy in eV: 3.6
Energy in eV: -133437.795
Energy above the lowest of the compared OMol25 structures with the same formula, charge and spin in kcal per mole: 8.5
Orbital gap in eV: 5.665

Mulliken population analysis, charges in e, atoms 1 to 2: atom 1 (Sr): 1.97, atom 2 (O): -0.50

***

C28H21IrN8 as an isolated structure in a non-equilibrium geometry, computed with ωB97M-V with the def2-TZVPD basis set.

```
! RIJCOSX wB97M-V def2-TZVPD def2/J DEFGRID3
* xyz 2 1
Ir -0.495 0.582 -0.474
C -0.084 4.062 2.229
C -0.642 3.651 3.443
C -1.238 2.424 3.491
C -1.239 1.569 2.355
N -0.658 1.967 1.173
C -0.135 3.201 1.153
N -1.807 0.402 2.542
C -1.969 -0.643 1.773
N -1.555 -0.728 0.455
C -1.824 -2.011 0.011
N -1.501 -2.480 -1.166
C -0.858 -1.965 -2.186
C -0.682 -2.845 -3.289
C 0.003 -2.446 -4.401
C 0.481 -1.133 -4.439
C 0.268 -0.320 -3.347
N -0.355 -0.685 -2.218
C -2.423 -2.763 1.063
C -2.824 -4.093 1.153
C -3.316 -4.525 2.368
C -3.406 -3.666 3.476
C -3.008 -2.347 3.404
C -2.514 -1.894 2.184
H 0.375 5.031 2.125
H -0.604 4.285 4.313
H -1.719 2.043 4.377
H 0.279 3.545 0.218
H -1.108 -3.828 -3.188
H 0.168 -3.120 -5.225
H 1.002 -0.752 -5.302
H 0.632 0.693 -3.404
H -2.741 -4.748 0.303
H -3.639 -5.548 2.473
H -3.798 -4.050 4.403
H -3.064 -1.685 4.252
N 2.779 1.366 -0.790
C 2.685 0.267 0.037
C 3.895 -0.256 0.524
C 3.879 -1.379 1.319
C 2.655 -1.956 1.645
C 1.508 -1.361 1.168
N 1.521 -0.283 0.376
C 1.906 2.152 -1.499
C 2.466 3.188 -2.272
C 1.648 3.993 -3.029
C 0.267 3.778 -3.007
C -0.215 2.770 -2.211
N 0.579 1.966 -1.471
H 3.743 1.647 -0.927
H 4.826 0.227 0.274
H 4.802 -1.794 1.691
H 2.598 -2.838 2.261
H 0.540 -1.758 1.437
H 3.534 3.343 -2.259
H 2.069 4.786 -3.627
H -0.406 4.385 -3.592
H -1.283 2.579 -2.143
*
```

E_HOMO (spin up / spin down) in eV: -13.53 / -13.54
Lowest unoccupied orbital energy (spin up / spin down) in eV: -8.1 / -8.1
Energy in eV: -44124.117
Energy above the lowest of the compared OMol25 structures with the same formula, charge and spin in kcal per mole: 40.5
Orbital gap (spin up / spin down) in eV: 5.434 / 5.474

Mulliken population analysis, charges in e, atoms 1 to 2: atom 1 (Ir): 1.25, atom 2 (C): -0.98

***

C28H21N4PdS as an isolated structure, computed with ωB97M-V with the def2-TZVPD basis set.

```
! RIJCOSX wB97M-V def2-TZVPD def2/J DEFGRID3
* xyz -1 3
Pd -1.136 -0.922 -0.645
N -4.572 -3.530 -0.129
C -3.627 -2.520 -0.279
S -1.952 -3.042 -0.377
N -4.061 -1.307 -0.375
N -3.050 -0.404 -0.570
C -3.309 0.905 -0.664
C -4.677 1.451 -0.522
C -5.229 2.261 -1.512
C -6.503 2.794 -1.370
C -7.250 2.518 -0.235
C -6.714 1.703 0.754
C -5.443 1.172 0.612
C -2.179 1.735 -0.874
C -2.208 3.153 -0.929
C -1.063 3.856 -1.171
C 0.157 3.171 -1.360
C 0.147 1.801 -1.249
N -0.958 1.090 -1.007
H -4.229 -4.331 0.376
H -5.458 -3.185 0.209
H -4.651 2.466 -2.405
H -6.914 3.420 -2.153
H -8.245 2.931 -0.123
H -7.291 1.479 1.643
H -5.028 0.530 1.376
H -3.145 3.665 -0.763
H -1.093 4.938 -1.204
H 1.084 3.692 -1.551
H 1.057 1.219 -1.330
C 0.783 -1.312 -0.509
C 1.947 -1.322 -0.110
C 3.267 -1.346 0.328
C 3.600 -2.131 1.517
C 4.878 -2.672 1.727
C 5.154 -3.440 2.846
C 4.165 -3.693 3.787
C 2.890 -3.178 3.586
C 2.608 -2.414 2.467
C 4.257 -0.533 -0.379
C 5.394 -0.005 0.252
C 6.280 0.809 -0.434
C 6.064 1.122 -1.770
C 4.937 0.616 -2.408
C 4.047 -0.193 -1.725
H 5.652 -2.508 0.989
H 6.147 -3.854 2.977
H 4.382 -4.293 4.663
H 2.105 -3.376 4.306
H 1.611 -2.026 2.303
H 5.563 -0.209 1.301
H 7.141 1.214 0.084
H 6.758 1.759 -2.303
H 4.749 0.856 -3.447
H 3.164 -0.579 -2.220
*
```

E_HOMO (spin up / spin down) in eV: -2.60 / -4.52
Lowest unoccupied orbital energy (spin up / spin down) in eV: 2.9 / 2.0
Energy in eV: -49652.705
Energy above the lowest of the compared OMol25 structures with the same formula, charge and spin in kcal per mole: 0.0
<S²>: 2.05
Orbital gap (spin up / spin down) in eV: 5.462 / 6.487

Mulliken population analysis, charges in e, atoms 1 to 2: atom 1 (Pd): 0.34, atom 2 (N): -0.52